No. 1
12
Properties=species:S:1:pos:R:3:forces:R:3 method="wB97M-V/def2-TZVPD" homo_lumo_gap_ev=10.7 multiplicity=1 homo_energy_ev=-9.755 e_lumo_ev=0.9 mol_weight_da=86.1 total_charge=0 e_above_lowest_kcal_mol=146.91
C -1.287107 1.404103 0.024676 1.15 2.90 -0.39
N -0.324484 0.371846 -0.037993 0.28 0.40 -0.23
N -0.793813 -0.768560 -0.011663 3.75 -3.03 -2.06
O -1.927674 -1.196617 0.012897 -1.71 -0.19 0.41
H -1.221702 2.142084 -0.830334 0.34 -1.08 0.49
H -2.256728 1.046761 0.027176 -2.08 -0.59 0.42
H -1.031575 2.048995 0.878003 -0.44 -0.31 0.08
H 0.043332 -1.547728 -0.270309 -2.07 2.22 1.31
C 2.207920 -1.471358 0.081766 0.20 -0.66 0.04
C 2.117454 -0.278055 -0.000400 0.70 0.04 0.04
H 2.339953 -2.539304 0.176704 -0.08 0.61 -0.08
H 2.134427 0.787833 -0.050527 -0.04 -0.29 -0.03



No. 2
60
Properties=species:S:1:pos:R:3:forces:R:3 method="wB97M-V/def2-TZVPD" homo_lumo_gap_ev=7.5 multiplicity=1 homo_energy_ev=-12.386 e_lumo_ev=-4.9 mol_weight_da=712.3 total_charge=+1 e_above_lowest_kcal_mol=345.31
N 3.209845 -3.687654 2.031819 1.44 3.69 -1.46
P 4.427733 -2.599560 1.791874 -1.35 -5.05 2.34
O 5.109736 -2.342127 3.411827 -0.20 -1.16 -3.60
O 5.586974 -3.443990 0.748894 -2.23 3.38 1.15
C 3.805796 -0.946147 1.020712 -1.70 7.85 -3.43
N 4.555176 0.242270 0.460082 -5.85 -1.13 0.43
C 3.495531 1.253479 -0.026196 0.68 -3.29 1.87
N 3.860520 2.434362 -0.621427 -1.09 -0.51 0.20
N 2.072953 0.714111 0.233031 6.05 -0.49 0.32
C 0.733170 1.346116 -0.113241 -0.94 0.78 -0.85
C -0.201872 1.713001 1.187092 0.53 -0.13 0.74
C -1.434135 0.611433 1.443455 2.19 -0.88 0.77
F -1.803075 0.501954 2.869910 0.84 0.51 -4.69
F -0.818514 -0.719698 1.077487 -1.73 3.27 1.22
C -2.683141 0.821132 0.401284 0.37 -0.05 -3.08
F -2.271836 0.064625 -0.844752 -1.14 2.42 3.79
F -2.821058 2.243522 -0.091909 0.37 -4.66 2.08
C -4.101520 0.140279 0.853508 0.03 -3.25 -1.51
F -3.774641 -1.186473 1.499853 -0.79 4.50 -2.16
F -4.790533 -0.237392 -0.431401 1.73 1.62 4.42
C -5.021882 0.994333 1.890758 1.44 0.45 3.69
F -4.206311 2.127776 2.478678 -2.27 -3.56 -2.24
F -5.245620 0.098267 3.088350 0.14 3.12 -4.22
C -6.353515 1.696938 1.303896 -0.55 3.98 0.21
F -5.944529 2.634147 0.193500 -1.00 -3.25 3.62
F -6.901488 2.596425 2.385139 1.98 -3.27 -3.47
C -7.565706 0.794125 0.748436 -2.92 1.70 -2.21
F -7.519322 0.754713 -0.762619 0.15 -0.35 5.22
F -8.830630 1.579161 1.028956 4.07 -2.70 -0.83
C -7.817156 -0.664193 1.439116 -0.91 -1.37 1.39
F -8.131112 -0.385962 2.891793 1.62 -1.01 -4.73
F -6.726003 -1.652929 1.259231 -3.26 3.74 0.79
C -9.194705 -1.436616 0.883502 -1.52 -2.83 0.46
F -10.446961 -0.843059 1.430379 4.66 -1.97 -2.54
F -9.112108 -2.817515 1.492011 -0.38 4.71 -2.12
F -9.198050 -1.645963 -0.581660 -0.24 1.18 5.31
N 2.366786 -0.524771 0.815101 2.13 -2.69 1.30
H 2.316618 -3.263943 1.696846 0.62 -0.74 0.42
H 5.250263 -3.257150 3.842659 -0.49 1.67 -1.18
H 5.201843 -3.322068 -0.169577 0.57 -0.42 1.30
H 4.108126 2.431445 -1.654380 -0.01 0.21 1.27
H 3.992042 3.333485 -0.102880 -0.25 -1.55 -0.57
H 0.996176 2.382113 -0.642039 -0.16 -2.46 1.21
H 0.212870 0.678797 -0.920949 0.90 1.17 1.73
H -0.597636 2.813421 1.056286 0.50 -2.44 0.28
H 0.534279 1.715744 2.127415 -1.95 -0.16 -1.88
H 1.687121 -1.244464 1.145650 -0.14 1.51 -0.62
C 5.797553 -1.785901 -3.117593 -0.50 -0.14 0.20
C 5.837408 -0.442088 -3.816951 0.22 -1.56 -0.04
C 7.199105 0.183603 -3.829904 0.86 -0.50 -0.38
O 6.906006 1.568804 -3.868323 -1.50 0.75 0.67
C 5.677809 1.721829 -3.288812 0.12 1.08 -0.06
O 5.193059 2.795471 -2.972067 0.66 -1.90 -0.54
O 5.064962 0.513711 -3.107353 0.13 1.62 0.12
H 4.796312 -2.222325 -3.197267 0.16 -0.01 -0.13
H 6.516663 -2.484798 -3.554070 -0.10 0.14 0.00
H 6.006367 -1.681386 -2.046997 0.21 0.16 -0.17
H 5.426407 -0.528712 -4.829312 0.07 0.09 0.08
H 7.780659 -0.109681 -4.709314 -0.10 0.24 0.16
H 7.787191 -0.024027 -2.927537 -0.18 -0.07 -0.07



No. 3
124
Properties=species:S:1:pos:R:3:forces:R:3 method="wB97M-V/def2-TZVPD" homo_lumo_gap_ev=7.5 multiplicity=1 homo_energy_ev=-10.531 e_lumo_ev=-3.1 mol_weight_da=893.5 total_charge=+1
Mg -2.648486 0.919069 -2.574546 0.16 -1.24 2.80
C -1.508884 0.841250 0.560553 0.90 -0.82 -2.94
O -0.767967 -0.359596 0.749147 -0.38 -0.84 0.82
O -2.177133 0.798618 -0.616510 -1.19 0.34 0.23
C -2.330937 0.978310 1.845265 0.12 1.30 1.53
F -2.865354 2.229160 2.012273 0.36 -0.44 -0.77
F -3.370290 0.147224 2.032319 0.42 -0.28 -0.61
F -1.500298 0.831512 2.903217 -0.33 -0.06 -0.34
C 0.383597 -0.561133 -0.015476 0.57 -0.42 -1.28
C 0.984690 -1.916193 0.337517 -0.77 0.41 1.14
H 0.137744 -2.599034 0.445262 0.06 -0.14 -0.10
H 1.638421 -2.333934 -0.417595 0.31 0.20 -0.03
H 1.441770 -1.869699 1.327748 0.33 -0.20 -0.13
H 1.086509 0.278128 0.052902 0.09 0.05 0.42
H 0.227304 -0.649057 -1.099018 -0.79 0.46 -0.05
H -0.708978 1.589142 0.467346 -0.34 0.82 0.89
C 2.690259 -0.576786 -5.510650 0.06 0.59 0.09
C 2.591754 -0.257454 -4.080694 0.19 -0.14 -0.37
N 2.565794 0.061745 -2.978301 -0.21 0.02 0.04
H 2.947298 0.355962 -6.016178 0.04 -0.06 -0.09
H 1.738068 -0.910855 -5.916330 0.01 -0.17 0.13
H 3.482045 -1.290561 -5.725831 -0.08 -0.12 0.16
C 1.496783 -5.818346 2.420607 -1.28 -0.09 0.09
C 0.629767 -6.973240 2.165966 0.14 -0.01 -0.10
N -0.046561 -7.866560 1.917425 -0.01 0.00 0.03
H 2.406274 -5.933092 1.841010 0.19 0.22 0.32
H 1.576373 -5.683044 3.497809 0.60 -0.19 -0.04
H 0.912537 -4.953929 2.102807 0.31 0.10 -0.28
C 2.317296 -4.669130 -3.291037 -0.29 -0.13 0.29
C 1.919234 -4.883808 -1.902675 -0.09 -0.02 -0.06
N 1.566754 -5.059776 -0.825810 0.01 0.07 0.08
H 1.590325 -5.174100 -3.927206 0.15 -0.04 -0.10
H 3.306612 -5.096791 -3.438260 0.02 0.15 -0.21
H 2.290512 -3.600018 -3.502263 0.23 -0.02 -0.07
C 3.553464 0.685900 2.046342 0.10 0.70 -0.52
S 2.170428 0.769738 3.202868 0.63 0.11 0.86
O 2.761757 1.043029 4.553218 -0.48 -0.05 -0.69
C 1.447036 2.314531 2.580612 0.17 -0.26 -0.02
H 4.095207 1.632053 2.006922 -0.09 0.15 0.26
H 3.141838 0.530007 1.047072 0.03 -0.31 0.00
H 4.285248 -0.074672 2.308159 -0.37 -0.28 0.16
H 0.509268 2.472714 3.109757 -0.03 -0.10 -0.07
H 1.273908 2.142873 1.516947 -0.15 0.19 0.00
H 2.099468 3.171680 2.744302 0.21 -0.16 0.01
C -5.752780 0.108375 -0.839294 -0.88 0.20 -0.53
S -5.003614 -1.272004 -1.757460 -0.15 0.65 1.52
O -3.798157 -0.704125 -2.493562 -0.25 0.26 -0.53
C -4.371820 -2.054018 -0.242279 0.26 -0.08 -0.85
H -6.521095 -0.300552 -0.180593 0.16 -0.22 0.06
H -6.309518 0.738684 -1.536067 0.17 -0.06 -0.19
H -5.076407 0.737278 -0.261365 0.49 -0.43 -0.10
H -3.712138 -2.867759 -0.541684 -0.08 -0.07 0.03
H -5.242890 -2.457806 0.270763 0.05 0.05 0.13
H -3.808335 -1.318450 0.326179 -0.13 0.03 0.02
C -0.305118 3.416831 -5.052860 0.28 -1.48 -0.53
S -0.874556 3.647073 -3.336800 0.26 -0.16 -0.37
O -1.787886 2.471095 -3.030373 0.48 1.94 -0.85
C 0.690736 3.307636 -2.498535 -0.41 -0.67 0.02
H 0.625099 3.905173 -5.343559 -0.38 0.89 0.42
H -1.109411 3.570415 -5.769835 -0.09 0.64 0.27
H -0.014829 2.378258 -5.259361 -0.27 -0.25 0.75
H 0.667345 3.736299 -1.498606 0.05 0.38 -0.20
H 1.501095 3.656469 -3.129922 -0.02 0.30 0.22
H 0.800814 2.230609 -2.358967 -0.16 -0.14 -0.29
C -1.720977 -1.654217 -5.376998 -0.61 0.52 0.27
S -0.617764 -1.280009 -3.972777 -1.09 -0.02 0.33
O -1.176323 -0.039230 -3.272068 1.22 -1.40 -1.67
C -1.092486 -2.655717 -2.925639 -0.77 -0.55 0.11
H -1.423925 -2.507713 -5.983645 0.44 0.01 0.22
H -1.778311 -0.760399 -5.998610 0.26 -0.01 -0.02
H -2.731096 -1.839055 -5.007286 0.06 0.00 0.22
H -1.427325 -3.521301 -3.503654 1.07 -0.19 -0.33
H -2.044552 -2.501113 -2.415067 0.23 1.05 0.21
H -0.303962 -2.833680 -2.198124 -0.02 -0.28 -0.09
C -1.023777 -1.811826 4.183397 0.49 -0.86 -0.74
C -1.457896 -3.123219 3.487172 0.03 0.63 0.97
O -1.035797 -4.213069 3.774907 0.47 -0.14 0.15
C -2.476498 -2.999028 2.382024 0.46 -0.44 -0.67
H -0.481809 -1.311019 3.376477 -0.41 0.60 0.02
H -0.276565 -1.890235 4.971690 -0.23 -0.68 0.13
H -1.869986 -1.243310 4.561021 -0.05 0.17 -0.36
H -2.087461 -2.429121 1.534052 -0.04 0.65 0.40
H -3.404748 -2.585664 2.772758 -0.07 0.05 -0.22
H -2.582507 -3.994406 1.947303 -0.48 -0.14 0.41
C 3.875531 3.915239 -1.843149 -0.49 -0.12 0.42
C 5.247216 3.393072 -2.145349 1.03 2.14 0.09
O 6.092117 3.448124 -1.280284 -0.10 -0.68 -0.26
C 5.587904 3.027207 -3.566085 -0.57 -0.80 0.05
H 3.461960 4.575419 -2.605136 0.05 -0.36 -0.35
H 3.898716 4.519231 -0.937602 0.15 -0.29 0.19
H 3.251479 3.032772 -1.674828 -0.32 0.19 -0.09
H 6.616692 3.265115 -3.818744 0.05 -0.21 0.18
H 4.915626 3.438869 -4.318665 -0.06 0.27 0.19
H 5.392893 1.949768 -3.580105 0.43 -0.18 -0.34
C -5.183589 4.406084 2.892396 -0.19 -0.51 0.69
C -6.375321 3.482896 3.106551 0.15 -0.46 -0.09
O -7.466830 3.862466 3.441207 0.03 0.34 0.00
C -6.115350 2.010614 2.842452 -0.63 -0.35 0.45
H -5.124637 4.657707 1.833899 -0.03 0.35 0.07
H -4.265119 3.885643 3.161614 0.01 -0.06 -0.12
H -5.280720 5.247258 3.575504 -0.11 0.34 -0.47
H -6.255145 1.807778 1.778039 0.64 0.08 -0.12
H -6.870244 1.377718 3.312999 -0.17 0.35 0.19
H -5.161175 1.706045 3.264201 0.23 -0.04 -0.55
C -1.245650 4.676922 6.877757 0.34 -0.54 0.17
C -2.065450 3.437376 6.581437 -0.05 0.44 0.31
O -3.091745 3.203810 7.173062 -0.01 -0.12 -0.04
C -1.570970 2.544131 5.476267 -0.36 -0.58 -0.21
H -0.212525 4.373906 7.065880 0.08 0.04 -0.25
H -1.576175 5.182584 7.780938 -0.35 0.10 -0.21
H -1.262057 5.318482 5.996204 0.05 0.18 0.11
H -1.672078 3.053464 4.515255 0.25 0.14 0.02
H -2.207295 1.661098 5.416610 -0.06 0.05 0.11
H -0.548117 2.192053 5.614629 0.12 0.30 0.00
C 6.195682 -3.677276 -1.657776 -0.54 0.80 -0.03
C 5.950844 -2.428406 -0.842179 -0.38 0.92 0.84
O 6.562943 -2.171215 0.165092 0.27 -0.42 0.00
C 4.914131 -1.428485 -1.343368 0.47 -0.27 -0.36
H 5.321623 -4.318962 -1.535089 0.20 -0.36 0.29
H 7.137205 -4.102568 -1.327233 -0.14 -0.37 -0.19
H 6.168622 -3.407575 -2.715548 0.43 -0.10 -0.04
H 5.181732 -1.349304 -2.400369 -0.73 0.35 -0.16
H 4.968887 -0.451867 -0.865934 0.52 -0.10 0.09
H 3.885214 -1.735182 -1.174314 -0.09 -0.48 -0.40



No. 4
7
Properties=species:S:1:pos:R:3:forces:R:3 method="wB97M-V/def2-TZVPD" homo_lumo_gap_ev="7.7 / 7.7" multiplicity=1 homo_energy_ev="-9.149 / -9.122" e_lumo_ev="-1.4 / -1.4" mol_weight_da=107.1 total_charge=0 e_above_lowest_kcal_mol=106.38 smiles="O=C1NO1.O=S"
O -0.021448 1.486526 0.289687 0.60 -0.25 0.14
C 0.537339 0.443862 0.242277 -1.04 1.27 0.57
N 1.649212 -0.253967 -0.076553 1.63 -0.15 -2.21
O 0.358046 -0.838712 0.495832 0.17 -0.41 0.15
H 1.623517 -0.373825 -1.144276 0.00 -0.28 1.66
O -1.794980 -0.301518 -0.575560 -0.46 -0.20 -1.19
S -2.351688 -0.162368 0.768591 -0.90 0.02 0.88



No. 5
13
Properties=species:S:1:pos:R:3:forces:R:3 method="wB97M-V/def2-TZVPD" homo_lumo_gap_ev="9.0 / 8.8" multiplicity=1 homo_energy_ev="-9.588 / -9.332" e_lumo_ev="-0.6 / -0.5" mol_weight_da=81.1 total_charge=0 e_above_lowest_kcal_mol=106.28
C -2.406927 0.565961 0.001171 1.45 1.14 0.06
C -0.832579 0.888018 0.015443 -2.16 -1.11 -0.03
C 0.247600 0.158080 0.033146 0.64 0.01 -0.02
C 0.352565 -1.344023 0.024283 -0.44 0.09 -0.04
C 1.577608 0.867528 -0.007262 -0.12 0.14 -0.01
N -2.833435 -0.584274 -0.022475 0.62 0.13 -0.01
H -2.982777 1.492221 0.014017 -0.38 -0.22 0.01
H -0.527825 -1.800212 0.469915 0.04 -0.08 0.05
H 0.406910 -1.676782 -1.012478 0.07 -0.09 -0.06
H 1.260337 -1.660526 0.535714 -0.03 -0.05 0.05
H 1.456645 1.944629 -0.066457 0.04 0.08 -0.05
H 2.145700 0.632039 0.889147 0.13 -0.07 0.09
H 2.136184 0.517347 -0.874165 0.13 0.02 -0.04